{"formula": "C14H20N6O2OsS", "method": "ωB97M-V/def2-TZVPD", "charge": 2, "gap_ev": [5.9, 6.3], "lumo_ev": [-8.9, -8.5], "symbols": ["Os", "C", "C", "N", "C", "S", "N", "N", "C", "C", "C", "C", "C", "C", "C", "N", "H", "H", "H", "H", "H", "H", "H", "H", "H", "H", "H", "H", "H", "C", "C", "N", "O", "C", "C", "N", "O", "H", "H", "H", "H", "H", "H", "H"], "coordinates": [[-0.01312, 0.02189, 0.06044], [2.37435, -0.91407, 5.27430], [2.19183, 0.47452, 4.68740], [2.75292, 0.58813, 3.33536], [2.12967, 0.40806, 2.18399], [0.36417, 0.00608, 2.25087], [2.78088, 0.50608, 1.05556], [2.00541, 0.29926, -0.04427], [2.53358, 0.35246, -1.23525], [3.97080, 0.62115, -1.47733], [1.59844, 0.09974, -2.34977], [1.99498, 0.13447, -3.67225], [1.05552, -0.10035, -4.67002], [-0.25627, -0.36193, -4.31783], [-0.59092, -0.38971, -2.97443], [0.30792, -0.17138, -2.01412], [1.97323, -0.94254, 6.28640], [3.42890, -1.18439, 5.32260], [1.85274, -1.66476, 4.67860], [2.69010, 1.22933, 5.29369], [1.14035, 0.75647, 4.65000], [3.75033, 0.74086, 3.25780], [4.48118, 0.83327, -0.54501], [4.08327, 1.47020, -2.15435], [4.43591, -0.24548, -1.95379], [3.02304, 0.34579, -3.92706], [1.35133, -0.07559, -5.71002], [-1.01649, -0.54413, -5.06355], [-1.60286, -0.59618, -2.65078], [-4.04613, -1.60557, 0.54487], [-2.82857, -0.80109, 0.28021], [-1.61575, -1.27420, 0.24487], [-1.47610, -2.59219, 0.59125], [-2.86324, 0.63282, -0.01854], [-4.06414, 1.48471, -0.22261], [-1.64042, 1.02490, -0.13838], [-0.96746, 2.03303, -0.51695], [-3.80898, -2.53625, 1.04948], [-4.54252, -1.83814, -0.40144], [-4.74783, -1.02752, 1.14525], [-0.71612, -2.93127, 0.09471], [-4.71301, 1.06320, -0.99102], [-3.76805, 2.48807, -0.52018], [-4.63775, 1.55059, 0.70329]]}

{"formula": "C9H19N5O", "method": "ωB97M-V/def2-TZVPD", "charge": 2, "smiles": "CCNC1=[NH+][C@]2(C)N[C@H]3OCC[N@@H+]2[C@@]13N", "gap_ev": 10.2, "lumo_ev": -7.3, "e_above_lowest_kcal_mol": 0.0, "symbols": ["C", "C", "N", "C", "N", "C", "C", "N", "C", "O", "C", "C", "N", "C", "N", "H", "H", "H", "H", "H", "H", "H", "H", "H", "H", "H", "H", "H", "H", "H", "H", "H", "H", "H"], "coordinates": [[-3.21802, -1.35574, 3.03935], [-2.85348, -0.53668, 1.75600], [-1.40867, -0.23930, 1.88089], [-0.65981, 0.01986, 0.86015], [-0.90164, -0.08383, -0.50116], [0.32137, 0.12585, -1.35013], [0.02108, 0.74481, -2.61943], [1.02194, -1.09779, -1.06793], [1.64106, -1.01538, 0.21375], [2.97094, -0.72881, 0.20435], [3.39023, 0.27323, -0.76272], [2.37590, 1.45965, -0.89381], [1.04673, 1.11173, -0.39890], [0.94246, 0.17109, 0.90968], [1.52029, 0.66761, 2.03764], [-3.59212, -0.70136, 3.87310], [-3.84628, -2.20029, 2.87286], [-2.31250, -1.82589, 3.45467], [-3.29558, 0.50843, 1.78946], [-3.20988, -1.15464, 0.92792], [-1.07421, -0.47778, 2.83711], [-1.84472, 0.04802, -0.81064], [0.82410, 0.72876, -3.26505], [-0.22288, 1.84147, -2.43473], [-0.90954, 0.19411, -2.90256], [1.50698, -1.37501, -1.95517], [1.52301, -1.91681, 0.72189], [4.41473, 0.53772, -0.44432], [3.57738, -0.06681, -1.82331], [2.70587, 2.32954, -0.40256], [2.26767, 1.80067, -1.88286], [0.62028, 1.99480, -0.46840], [1.05888, 1.45094, 2.46587], [2.44598, 0.55957, 2.18696]]}